No. 1
Below is a molecular structure, C29H33GeN2S5SeTb, with properties calculated with ωB97M-V with the def2-TZVPD basis set.

Each line ends with the Mulliken charge.
Atoms and positions in Å:
Tb -1.6131 -0.6842 0.9310  -0.176
S -4.0705 0.6321 0.6715  -0.338
C -4.2584 1.8694 1.7980  0.745
C -5.5682 2.3639 2.1298  -0.753
C -5.7275 3.4166 2.9880  -0.338
C -4.6638 3.9995 3.6467  -0.745
C -3.3416 3.5662 3.3659  -0.472
C -3.1249 2.5175 2.4143  0.206
S -1.4615 2.1162 1.9226  0.067
C -0.6032 1.7758 3.5450  -0.670
C -0.0640 0.3737 3.5850  0.515
C 0.3295 -0.0827 4.8488  -0.793
C 1.2030 -1.1396 4.9401  -0.591
C 1.6100 -1.7548 3.7149  -0.710
C 1.0252 -1.3759 2.5036  0.741
C 1.3988 -2.1649 1.2671  -1.035
S 0.6564 -1.7361 -0.3002  -0.303
C 0.5246 -0.2332 -3.4326  0.329
C 0.9966 -0.9211 -4.5426  -0.201
C 0.1165 -1.7452 -5.2474  -0.590
C -1.1763 -1.9568 -4.8349  -0.781
C -1.6366 -1.2666 -3.7297  -0.591
C -0.7997 -0.4492 -2.9794  0.199
S -1.4261 0.5599 -1.6971  -0.179
N 0.2268 -0.2801 2.4291  -0.059
H -6.4844 1.8711 1.7532  0.351
H -6.7503 3.7936 3.1214  0.318
H -4.8374 4.8434 4.3022  0.345
H -2.4894 4.0448 3.8557  0.389
H -1.2332 2.0855 4.3938  0.529
H 0.2520 2.4723 3.5692  0.307
H 0.0150 0.4872 5.7141  0.429
H 1.5783 -1.4880 5.9007  0.436
H 2.3252 -2.5790 3.7240  0.454
H 1.1143 -3.1871 1.4997  0.427
H 2.4810 -2.1520 1.0446  0.380
H 2.0555 -0.8925 -4.8534  0.329
H 0.4747 -2.2805 -6.1632  0.285
H -1.8598 -2.6000 -5.4084  0.387
H -2.7254 -1.2842 -3.5216  0.465
S -2.5391 -2.7033 2.6997  -0.455
C -2.9040 -3.3625 1.1468  0.566
C -3.2763 -4.7186 0.8916  -0.789
C -3.7852 -5.0578 -0.3279  -0.111
C -3.8692 -4.0954 -1.3601  -0.845
C -3.3916 -2.8337 -1.1108  -0.039
N -2.8846 -2.5323 0.0884  0.135
H -3.1465 -5.4011 1.7363  0.374
H -4.1615 -6.0707 -0.4887  0.370
H -4.3853 -4.3037 -2.3053  0.351
H -3.3560 -2.0347 -1.8404  0.425
C 6.2779 1.3811 -2.4591  -1.269
Ge 4.7483 1.3268 -1.2428  0.665
C 4.9019 0.1276 0.3201  -0.996
C 4.1021 3.1812 -0.7809  -1.311
C 3.5048 0.4189 -2.5209  -1.305
Se 1.6358 0.8851 -2.2330  0.594
C 1.5791 2.5101 -3.5185  -1.072
H 7.1307 1.9604 -2.1262  0.415
H 6.0290 1.8002 -3.4248  0.392
H 6.6033 0.3008 -2.5377  0.312
H 5.6065 0.5691 1.0177  0.416
H 5.2570 -0.8451 0.0386  0.387
H 3.8651 0.0994 0.6836  0.124
H 4.0276 3.2409 0.2959  0.400
H 3.1157 3.3216 -1.2002  0.392
H 4.7916 3.8845 -1.2239  0.385
H 3.5424 -0.6176 -2.3404  0.603
H 3.7905 0.6721 -3.5370  0.531
H 1.2252 2.2549 -4.5454  0.351
H 2.5991 2.8960 -3.5774  0.343
H 0.8975 3.2110 -3.0865  0.350

Forces on atoms 1 to 3 (eV/Å):
Tb -0.721 0.479 -1.162
S 0.206 -1.332 -0.977
C 0.197 1.577 1.346

Summary:
<S²> = 12.68
net charge = 0
largest force on an atom = 0.042 Eh/bohr
energy relative to the best compared isomer or geometry (same formula, charge and spin) = 210.2 kJ/mol
E_HOMO (alpha / beta) = -6.5 / -6.5 eV
2S+1 = 7
frontier orbital gap (alpha / beta) = 6.5 / 6.5 eV
lowest unoccupied orbital energy (alpha / beta) = -0.031 / -0.028 eV

=====

No. 2
Below is a molecular structure, C29H33N7OPt, with properties calculated with ωB97M-V with the def2-TZVPD basis set.

Each line ends with the Mulliken charge.
Atoms and positions in Å:
Pt -0.2945 0.0294 0.3939  3.589
C 0.9456 0.8669 3.6428  -1.222
N 0.0704 -0.2034 3.1845  0.110
C 0.4772 -1.5676 3.4876  -1.371
C 1.0937 -2.2017 2.2791  0.351
N 0.9214 -1.7343 1.0601  -0.312
C 1.6603 -2.5228 0.2136  0.005
C 1.9105 -2.4096 -1.1478  0.320
C 2.7334 -3.3530 -1.7251  -1.094
C 3.3033 -4.3823 -0.9703  -0.580
C 3.1012 -4.4816 0.3932  -1.116
C 2.2719 -3.5361 0.9790  0.366
N 1.8908 -3.2910 2.2826  -0.089
C 1.6415 1.5664 2.5146  0.092
N 1.3881 1.3760 1.2389  0.186
C 2.1848 2.2458 0.5401  -0.156
C 2.3089 2.4423 -0.8292  -0.069
C 3.2074 3.3961 -1.2606  -1.018
C 3.9669 4.1331 -0.3497  -0.499
C 3.8670 3.9382 1.0175  -1.095
C 2.9544 2.9907 1.4565  0.423
N 2.5776 2.5250 2.6995  -0.047
H 1.7027 0.4954 4.3474  0.469
H 0.3537 1.6143 4.1839  0.427
H -0.8855 -0.0354 3.4686  0.273
H -0.4014 -2.1481 3.7867  0.456
H 1.1894 -1.6166 4.3241  0.455
H 1.4831 -1.5872 -1.6980  0.340
H 2.9577 -3.2875 -2.7785  0.482
H 3.9326 -5.1019 -1.4700  0.416
H 3.5728 -5.2516 0.9793  0.450
H 2.1679 -3.8450 3.0803  0.237
H 1.7086 1.8488 -1.5012  0.444
H 3.3320 3.5850 -2.3157  0.470
H 4.6581 4.8717 -0.7235  0.416
H 4.4866 4.4948 1.6996  0.440
H 2.9329 2.8443 3.5873  0.226
C -0.0786 -0.9201 -3.8167  -1.612
C -0.3713 0.3119 -2.9319  1.325
C 0.0971 1.5829 -3.6831  -1.683
O 0.2644 0.1882 -1.7452  -1.181
H -0.5824 -0.8095 -4.7720  0.481
H -0.4308 -1.8218 -3.3231  0.359
H 0.9910 -1.0065 -3.9895  0.423
H -1.4677 0.4022 -2.8043  -0.213
H 1.1747 1.5490 -3.8206  0.425
H -0.1732 2.4594 -3.1022  0.404
H -0.3815 1.6368 -4.6557  0.473
C -3.9810 2.5818 2.4545  -0.569
C -3.9890 1.1978 2.5326  -0.656
C -2.9474 0.4728 1.9704  0.212
C -1.9081 1.1296 1.3233  -0.044
C -1.9045 2.5165 1.2430  -0.297
C -2.9549 3.2406 1.7973  -0.712
H -4.7724 3.1533 2.9141  0.430
H -4.7934 0.6748 3.0268  0.465
H -2.9664 -0.6080 2.0308  0.427
H -1.1073 3.0513 0.7389  0.429
H -2.9558 4.3181 1.7145  0.463
C -4.7618 -0.9435 -2.8848  -0.874
N -3.6981 -1.3637 -2.0136  0.196
C -3.1548 -2.6093 -1.9295  -0.500
C -2.1275 -2.5239 -1.0278  -0.909
N -2.0522 -1.2493 -0.5641  0.341
C -3.0059 -0.5736 -1.1819  -0.971
H -5.5178 -1.7209 -2.9694  0.355
H -4.3721 -0.7330 -3.8816  0.322
H -5.2248 -0.0392 -2.4938  0.330
H -3.5277 -3.4299 -2.5088  0.487
H -1.4481 -3.2827 -0.6988  0.510
H -3.2437 0.4599 -1.0190  0.590

Forces on atoms 1 to 3 (eV/Å):
Pt 0.396 -0.055 1.026
C 0.057 0.208 0.116
N -0.221 -0.066 -0.035

Summary:
<S²> = 6.01
net charge = +2
largest force on an atom = 0.038 Eh/bohr
energy relative to the best compared isomer or geometry (same formula, charge and spin) = 94.4 kJ/mol
E_HOMO (alpha / beta) = -13.1 / -13.7 eV
2S+1 = 5
frontier orbital gap (alpha / beta) = 8.8 / 5.0 eV
lowest unoccupied orbital energy (alpha / beta) = -4.391 / -8.687 eV

=====

No. 3
Below is a molecular structure, C29H34BaN7O4PSi2, with properties calculated with ωB97M-V with the def2-TZVPD basis set.

Each line ends with the Mulliken charge.
Atoms and positions in Å:
Ba -0.1092 1.2887 -0.7161  1.111
C 6.2560 -0.0775 -1.2521  -0.855
N 5.0675 0.7443 -1.3065  0.235
C 5.0292 2.0798 -1.6198  -0.624
C 3.7148 2.4460 -1.5513  -0.589
N 2.9557 1.3754 -1.1951  0.663
C 3.7784 0.3594 -1.0443  -0.132
P 3.4210 -1.3174 -0.4442  -0.543
C 1.9715 -1.7188 -1.4671  0.072
N 1.5040 -1.0092 -2.4746  -0.294
C 0.4853 -1.7507 -3.0092  -0.691
C 0.3477 -2.9205 -2.3218  -0.466
N 1.3104 -2.9028 -1.3472  0.475
C 1.4698 -3.8947 -0.3093  -0.652
C 2.6543 -0.8999 1.1591  -0.357
N 1.7267 0.0077 1.3630  0.633
C 1.4736 0.0163 2.6989  -0.787
C 2.2677 -0.8983 3.3268  -0.570
N 3.0239 -1.4852 2.3460  0.401
C 3.8422 -2.6608 2.5361  -0.924
H 7.0994 0.5103 -1.6091  0.308
H 6.1459 -0.9575 -1.8839  0.334
H 6.4620 -0.4062 -0.2331  0.290
H 5.9248 2.6253 -1.8621  0.345
H 3.2600 3.4105 -1.7195  0.428
H -0.1214 -1.3872 -3.8208  0.490
H -0.3780 -3.7121 -2.3853  0.450
H 1.4899 -4.8908 -0.7526  0.367
H 0.6602 -3.8237 0.4155  -0.070
H 2.4186 -3.7277 0.2001  0.340
H 0.7129 0.6565 3.1172  0.421
H 2.3337 -1.2124 4.3539  0.396
H 4.3161 -2.6121 3.5155  0.376
H 4.6135 -2.7000 1.7693  0.316
H 3.2380 -3.5692 2.4847  0.273
O 1.0440 5.7491 -1.8603  -0.804
C 0.5045 4.6392 -1.7253  -0.015
O 0.5028 3.8801 -0.7232  -0.627
C -0.2292 4.0976 -2.9666  0.222
C -0.3652 4.8761 -4.1104  -0.557
C -0.9873 4.3220 -5.2186  -0.214
C -1.4324 3.0097 -5.1636  -0.585
C -1.2553 2.2958 -3.9849  0.279
N -0.6817 2.8495 -2.9195  0.293
C -1.7005 0.8273 -3.8703  -0.144
O -2.1336 0.3071 -4.9110  -0.823
O -1.5547 0.3057 -2.7366  -0.322
H 0.0261 5.8832 -4.0940  0.497
H -1.1150 4.9053 -6.1244  0.382
H -1.9057 2.5116 -5.9978  0.501
C -2.2236 -3.2421 0.2476  -1.614
Si -1.3983 -1.7139 1.1734  0.813
C -0.4475 -2.7724 2.5606  -1.586
C -2.9385 -1.2237 2.2852  0.673
C -3.5279 -2.2442 3.0501  -0.379
C -4.6420 -2.0437 3.8490  -0.748
C -5.2180 -0.7799 3.8922  -0.778
C -4.6449 0.2438 3.1547  -0.170
C -3.5000 0.0693 2.3582  -0.030
Si -2.7830 1.6658 1.4877  0.294
C -4.3066 2.1654 0.3980  -1.391
C -3.0499 2.9617 2.9211  -1.511
H -2.8853 -3.8077 0.9161  0.526
H -1.4608 -3.9424 -0.1205  0.357
H -2.8066 -2.9232 -0.6205  0.201
H -0.9044 -3.7600 2.7214  0.529
H -0.4782 -2.2385 3.5155  0.439
H 0.6141 -2.9314 2.3302  0.228
H -3.0974 -3.2420 3.0192  0.099
H -5.0595 -2.8655 4.4249  0.356
H -6.1017 -0.5927 4.4964  0.347
H -5.1071 1.2258 3.2052  0.117
H -5.2319 2.1591 0.9915  0.390
H -4.4512 1.5120 -0.4663  0.294
H -4.1539 3.1823 0.0195  0.305
H -4.1108 3.1400 3.1449  0.345
H -2.6055 3.9230 2.6456  0.334
H -2.5624 2.6304 3.8446  0.311

Forces on atoms 1 to 3 (eV/Å):
Ba -0.187 -0.531 0.444
C 0.050 -0.026 0.013
N -0.097 0.096 0.037

Summary:
net charge = -2
largest force on an atom = 0.014 Eh/bohr
energy relative to the best compared isomer or geometry (same formula, charge and spin) = 136.7 kJ/mol
E_HOMO = 0.0 eV
frontier orbital gap = 3.5 eV
lowest unoccupied orbital energy = 3.551 eV